A cluster of 8 separate species, C45H35NO31 in total in a non-equilibrium geometry, computed with ωB97M-V/def2-TZVPD.

Output
E_LUMO: -1.91 eV
Kohn-Sham gap: 7.63 eV
calculated total energy: -112187.840 eV

Structure (XYZ):
```
112
Properties=species:S:1:pos:R:3:forces:R:3:mulliken_charge:R:1
C 1.7973 0.6647 0.8623 1.8 0.0 -1.0 -0.1212
N 1.2383 -0.3951 1.7862 -2.3 1.3 -0.6 -0.3385
C -0.2418 -0.6571 1.5408 0.8 -2.6 1.2 -0.3338
O -1.0013 0.5905 1.3689 -4.4 -1.1 -0.9 -0.2328
C -2.4099 0.3501 1.0229 -2.3 -4.0 -1.2 0.6539
O -2.9728 -0.8220 0.7213 4.2 7.2 2.0 -0.5431
O -3.2956 1.5560 0.9619 2.8 -2.7 2.3 -0.3871
H 1.2648 0.6956 -0.1931 1.0 0.0 2.6 -0.1364
H 1.8537 1.7261 1.3605 -0.4 -1.9 -1.1 0.2105
H 2.9269 0.3488 0.6410 -2.4 0.7 0.5 0.1859
H 1.3796 -0.0716 2.7689 -0.4 -0.5 -1.2 0.2858
H -0.4350 -1.4219 0.6452 0.6 2.2 1.7 0.2270
H -0.6288 -1.2346 2.5110 0.7 1.4 -2.1 0.3247
H -3.5141 1.7667 1.9333 0.3 -0.2 -2.0 0.2802
C -2.4224 1.5546 -2.3248 0.5 -0.1 0.2 -0.9459
C -3.2785 1.5949 -3.3476 -1.7 0.4 0.8 0.2774
C -2.8313 1.3243 -4.7420 0.0 -0.1 -1.1 0.7672
O -3.6448 1.3499 -5.6588 0.4 0.1 0.8 -0.6296
C -1.4057 1.0372 -4.9650 -0.3 0.1 -0.1 -0.6658
C -0.5490 1.0004 -3.9425 1.5 -0.4 -0.8 0.1571
C -1.0016 1.2437 -2.5454 -0.3 0.1 0.7 1.0202
O -0.1941 1.1850 -1.6242 -0.3 0.0 -0.8 -0.3278
O 0.7926 0.7339 -4.1453 -1.5 0.4 1.1 -0.6207
O -4.6149 1.8890 -3.1483 1.7 -0.5 -1.0 -0.5843
H -2.7343 1.7471 -1.3060 0.0 0.0 -0.1 0.4727
H -1.0908 0.8600 -5.9854 0.0 0.0 0.1 0.4278
H 1.2019 0.7618 -3.2530 -0.1 0.1 -0.3 0.2263
H -5.0252 1.8551 -4.0398 0.2 0.0 0.4 0.3396
C 0.5280 -5.3031 -4.8729 0.2 -0.1 0.2 -0.8921
C -0.1133 -4.2988 -5.4736 -1.1 -0.9 -1.2 0.1964
C 0.0997 -2.8853 -5.0562 0.2 1.0 0.4 1.1497
O -0.4895 -1.9821 -5.6395 0.1 -0.7 0.0 -0.6212
C 1.0210 -2.6281 -3.9383 -0.5 0.1 -0.4 -0.6877
C 1.6596 -3.6329 -3.3355 1.2 1.0 1.5 0.1925
C 1.4674 -5.0434 -3.7712 0.3 -1.1 0.1 0.8568
O 2.0824 -5.9438 -3.2097 -0.5 0.9 -0.4 -0.5892
O 2.5248 -3.3986 -2.2826 -1.4 -0.9 -1.8 -0.5965
O -0.9999 -4.5354 -6.5081 1.0 1.1 1.2 -0.6010
H 0.3842 -6.3350 -5.1676 0.0 0.1 0.0 0.4415
H 1.1531 -1.5979 -3.6334 0.0 -0.1 -0.1 0.6915
H 2.8611 -4.2830 -2.0196 0.1 0.2 0.1 0.3281
H -1.3315 -3.6505 -6.7750 0.1 -0.3 0.1 0.3578
C 4.6856 5.3609 -1.0336 0.2 -0.3 0.0 -0.9461
C 3.5620 6.0571 -1.2170 0.5 1.8 0.2 0.3676
C 2.2659 5.3764 -1.4896 -1.1 -0.1 -0.2 0.7681
O 1.2467 6.0420 -1.6351 0.9 -0.2 0.1 -0.6158
C 2.2642 3.9079 -1.5791 -0.2 0.3 0.0 -0.5340
C 3.3885 3.2121 -1.3991 -0.6 -1.7 -0.2 0.0610
C 4.6787 3.8914 -1.0993 1.1 0.1 0.2 0.7816
O 5.6919 3.2238 -0.9205 -0.9 0.2 -0.2 -0.6342
O 3.3946 1.8319 -1.4845 0.8 1.8 0.1 -0.3591
O 3.5612 7.4387 -1.1594 -0.8 -1.8 -0.2 -0.5647
H 5.6341 5.8427 -0.8325 -0.1 0.0 0.0 0.4172
H 1.3189 3.4268 -1.7955 0.0 0.0 0.1 0.5854
H 4.3241 1.5641 -1.3151 -0.4 0.1 -0.1 0.3062
H 2.6305 7.7060 -1.3228 0.4 -0.1 0.1 0.3507
C -5.1529 1.0040 4.6535 0.0 -0.1 0.2 -0.7230
C -5.6806 2.1219 4.1511 0.8 0.0 -1.4 0.4202
C -6.6830 2.9154 4.9148 -0.7 0.8 0.3 1.0227
O -7.1361 3.9486 4.4350 0.5 -0.8 0.0 -0.6563
C -7.0982 2.4144 6.2343 -0.2 0.0 -0.4 -0.8415
C -6.5729 1.2945 6.7351 -0.8 -0.2 1.4 0.2367
C -5.5505 0.5164 5.9832 0.7 -0.8 0.0 0.7142
O -5.0725 -0.4991 6.4776 -0.5 0.8 -0.2 -0.6124
O -6.9606 0.8165 7.9734 1.0 0.0 -1.6 -0.5711
O -5.3137 2.5850 2.9009 -0.8 0.0 1.7 -0.5250
H -4.4217 0.4187 4.1103 -0.1 0.0 0.0 0.4791
H -7.8406 2.9911 6.7710 0.1 -0.2 -0.1 0.3272
H -6.4380 -0.0034 8.1117 -0.2 0.3 0.0 0.3602
H -5.8318 3.4080 2.7651 0.2 -0.3 0.0 0.3298
C 4.9512 -4.9868 2.5688 0.4 -0.1 0.1 -0.7876
C 4.0950 -4.9465 1.5460 -1.8 0.4 0.8 0.2731
C 4.5423 -5.2171 0.1516 0.3 -0.1 -0.9 0.8281
O 3.7288 -5.1915 -0.7652 0.5 -0.1 1.0 -0.6250
C 5.9679 -5.5042 -0.0714 -0.5 0.1 -0.2 -0.9199
C 6.8246 -5.5410 0.9510 1.8 -0.4 -0.8 0.3872
C 6.3720 -5.2977 2.3482 0.0 0.1 1.2 0.8560
O 7.1795 -5.3564 3.2694 -0.4 0.0 -0.9 -0.6075
O 8.1662 -5.8075 0.7482 -1.7 0.4 1.0 -0.5641
O 2.7586 -4.6524 1.7453 1.7 -0.5 -1.1 -0.5859
H 4.6393 -4.7944 3.5876 0.0 0.0 -0.1 0.4263
H 6.2828 -5.6814 -1.0918 0.0 0.0 0.1 0.4458
H 8.5755 -5.7796 1.6405 -0.2 0.0 -0.3 0.3491
H 2.3484 -4.6863 0.8537 0.1 0.1 0.4 0.3339
C -5.2874 3.9665 9.3317 0.2 -0.1 0.2 -0.6080
C -5.9287 4.9708 8.7311 -1.0 -0.8 -1.2 0.1422
C -5.7157 6.3844 9.1485 -0.1 1.1 0.1 0.7945
O -6.3048 7.2875 8.5652 0.3 -0.9 0.2 -0.6183
C -4.7943 6.6415 10.2663 -0.2 0.1 -0.3 -0.9281
C -4.1558 5.6368 10.8691 1.0 0.9 1.4 0.3244
C -4.3479 4.2263 10.4335 0.1 -1.1 0.0 0.8518
O -3.7330 3.3258 10.9949 -0.3 0.9 -0.2 -0.6022
O -3.2906 5.8710 11.9221 -1.0 -1.1 -1.4 -0.5610
O -6.8152 4.7342 7.6966 1.1 1.4 1.4 -0.3788
H -5.4311 2.9346 9.0370 0.0 0.0 0.0 0.5018
H -4.6623 7.6717 10.5712 0.0 -0.1 0.0 0.4179
H -2.9543 4.9866 12.1851 -0.1 0.4 -0.1 0.3536
H -7.1469 5.6191 7.4297 0.1 -0.3 0.1 0.3211
C 4.9004 -4.2993 -9.0544 -0.2 -0.1 -0.3 -0.9111
C 4.9422 -3.8621 -7.7944 1.8 0.0 0.4 0.2828
C 3.6988 -3.4970 -7.0605 -0.7 0.3 0.7 0.9464
O 3.7672 -3.1164 -5.8972 0.3 -0.3 -0.8 -0.5926
C 2.4185 -3.6061 -7.7771 0.3 0.1 0.3 -0.5090
C 2.3773 -4.0400 -9.0383 -1.9 0.0 -0.5 0.1598
C 3.6177 -4.4310 -9.7625 0.7 -0.4 -0.8 0.7822
O 3.5461 -4.8437 -10.9152 -0.3 0.4 0.9 -0.6161
O 1.1777 -4.1423 -9.7185 2.0 -0.1 0.3 -0.5627
O 6.1443 -3.7331 -7.1232 -2.0 0.1 -0.2 -0.5909
H 5.7962 -4.5702 -9.5990 -0.1 0.0 0.0 0.4190
H 1.5243 -3.3206 -7.2379 0.1 0.0 -0.1 0.5093
H 1.4116 -4.4799 -10.6106 -0.1 0.1 0.4 0.3495
H 5.9097 -3.4013 -6.2293 0.1 -0.1 -0.4 0.3524
```
Positions in Å, forces in eV/Å.

***

A structure of composition C45H37BiCl2N9O3S, computed with ωB97M-V/def2-TZVPD.

Output
energy relative to the best compared isomer or geometry (same formula, charge and spin): 9.53 kcal/mol
E_LUMO (spin up / spin down): 1.06 / 1.17 eV
Kohn-Sham gap (spin up / spin down): 4.77 / 5.06 eV
charge: -1
calculated total energy: -108543.454 eV

Structure (XYZ):
```
98
Properties=species:S:1:pos:R:3:forces:R:3:mulliken_charge:R:1
Bi -0.4679 -0.4708 0.5460 -0.7 0.1 0.1 3.3800
C 1.9677 -6.7004 2.1208 0.0 0.0 0.0 -0.6604
C 2.7642 -6.5559 0.9680 0.0 0.0 0.0 -0.6775
C 2.8159 -5.3608 0.2809 0.0 0.0 0.0 -0.2951
C 2.0341 -4.3067 0.7527 0.1 -0.1 -0.1 0.2509
C 1.8572 -2.9450 0.2933 -0.1 -0.1 0.1 -0.5817
N 0.9470 -2.3238 1.0995 0.2 0.0 0.0 0.0767
C 0.5959 -3.1754 2.0973 -0.1 0.0 0.0 -0.4326
N -0.1700 -2.9110 3.1610 0.1 -0.2 -0.1 -0.4229
C -0.5164 -1.6981 3.4968 0.1 0.2 0.2 -0.1488
C -1.2167 -1.3951 4.7426 -0.1 -0.1 -0.1 0.1984
C -1.8015 -2.2060 5.7059 0.0 0.0 0.0 -0.3020
C -2.4147 -1.5823 6.7783 0.0 0.0 0.0 -0.6382
C -2.4361 -0.1852 6.8908 0.0 0.0 0.0 -0.6155
C -1.8430 0.6183 5.9328 0.1 0.0 0.0 -0.3710
C -1.2371 -0.0117 4.8548 -0.1 0.1 0.0 0.3769
C -0.5536 0.5185 3.6762 0.2 0.0 0.1 -0.1762
N -0.2616 1.7985 3.5782 0.0 0.1 -0.1 -0.4473
C 0.4457 2.2867 2.5672 -0.1 0.0 0.0 -0.3971
N 0.8226 1.6453 1.4528 0.3 0.0 0.0 -0.2565
C 1.6162 2.4696 0.7217 -0.1 0.1 0.1 -0.6785
N 2.2388 2.2218 -0.4129 0.0 0.0 0.0 -0.3559
C 2.3972 0.9905 -0.8881 0.0 0.0 0.0 -0.0795
N 2.1033 -0.1676 -0.2705 0.0 0.0 0.0 -0.5304
C 2.5649 -1.1870 -1.0373 0.0 0.2 -0.1 -0.3334
N 2.5130 -2.4686 -0.7582 0.1 -0.1 -0.1 -0.2756
C 3.1790 -0.6561 -2.2614 0.1 -0.1 0.0 0.0542
C 3.7712 -1.2580 -3.3606 0.0 0.0 0.0 0.2127
C 4.2312 -0.4312 -4.3748 0.0 0.0 0.0 -0.7102
C 4.1029 0.9594 -4.2878 0.0 0.0 0.0 -0.7296
C 3.5145 1.5572 -3.1831 0.0 0.0 0.0 -0.0665
C 3.0567 0.7270 -2.1735 0.0 0.1 0.0 0.3469
C 1.7220 3.7716 1.3984 0.0 0.0 -0.1 0.0726
C 2.3986 4.9384 1.0849 -0.1 0.0 0.0 0.1829
C 2.2832 6.0025 1.9682 0.0 0.0 0.0 -0.7181
C 1.5272 5.8903 3.1408 0.0 0.0 0.0 -0.6383
C 0.8694 4.7105 3.4598 0.0 0.0 0.0 -0.1724
C 0.9742 3.6585 2.5648 0.0 0.0 0.1 0.0374
N -0.1852 -0.5166 2.8709 -0.3 -0.1 -0.1 -0.3532
C 1.2403 -4.4519 1.8914 0.0 -0.1 0.1 0.1069
C 1.2088 -5.6532 2.6001 0.0 0.0 0.0 -0.1096
H 1.9555 -7.6511 2.6375 0.0 0.0 0.0 0.3872
H 3.3470 -7.3998 0.6214 0.0 0.0 0.0 0.3951
H 3.4346 -5.2330 -0.5974 0.0 0.0 0.0 0.5573
H -1.7768 -3.2828 5.6103 0.0 0.0 0.0 0.5431
H -2.8934 -2.1812 7.5428 0.0 0.0 0.0 0.3857
H -2.9313 0.2687 7.7396 0.0 0.0 0.0 0.3890
H -1.8484 1.6967 6.0060 0.0 0.0 0.0 0.5433
H 3.8538 -2.3352 -3.4236 0.0 0.0 0.0 0.5857
H 4.6868 -0.8667 -5.2550 0.0 0.0 0.0 0.3993
H 4.4593 1.5755 -5.1036 0.0 0.0 0.0 0.3903
H 3.3987 2.6294 -3.1089 0.0 0.0 0.0 0.5212
H 2.9786 5.0116 0.1754 0.0 0.0 0.0 0.5255
H 2.7830 6.9374 1.7486 0.0 0.0 0.0 0.3950
H 1.4590 6.7391 3.8098 0.0 0.0 0.0 0.3907
H 0.2901 4.6085 4.3672 0.0 0.0 0.0 0.5684
H 0.6026 -5.7505 3.4901 0.0 0.0 0.0 0.5713
O -3.8522 1.3142 -0.0502 -0.3 -0.1 -0.2 -0.5091
C -3.4044 1.3114 1.0974 0.0 0.4 -0.1 -0.7654
O -2.2388 0.9957 1.4658 0.4 -0.3 0.3 0.0295
H -4.0616 1.6782 1.9180 0.0 -0.1 0.0 0.2800
Cl 0.6052 -1.4006 -5.4647 0.0 0.0 0.0 -0.2160
C 0.1799 -2.2305 -4.0002 0.0 0.0 -0.1 -0.4066
C 0.0821 -3.6077 -3.9713 0.0 0.0 0.0 -0.3986
C -0.2681 -4.2102 -2.7731 0.0 0.0 0.0 -1.0750
C -0.5069 -3.4100 -1.6705 0.0 -0.1 0.0 -0.5228
N -0.3979 -2.0857 -1.7088 0.0 0.1 0.0 1.0159
C -0.0558 -1.4962 -2.8494 0.1 0.1 0.0 -0.9826
H 0.2734 -4.1871 -4.8639 0.0 0.0 0.0 0.5015
H -0.3492 -5.2842 -2.6924 0.0 0.0 0.0 0.4847
H -0.7895 -3.8395 -0.7172 0.0 0.0 0.0 0.3286
H 0.0358 -0.4121 -2.8513 0.0 0.0 0.0 0.8417
Cl -3.3482 -2.2673 -0.4076 0.1 0.1 0.1 -0.1911
C -2.2607 -1.9631 1.0107 0.1 -0.1 0.0 -1.1116
H -1.9647 -2.9411 1.3852 0.0 0.0 -0.1 0.5781
H -2.8823 -1.4656 1.7509 0.0 0.0 0.0 0.6128
C -0.4758 4.6690 -1.3309 0.1 0.0 0.0 -1.0937
C -1.8276 4.1282 -0.8849 0.0 0.0 0.0 -0.0091
C -2.4755 3.2075 -1.9120 0.0 0.1 -0.1 -1.1907
S -1.7495 1.5578 -1.8718 0.5 -0.2 0.1 0.9691
O -0.5014 1.5949 -2.7264 -0.2 0.2 -0.1 -0.9189
C -2.9973 0.6218 -2.8139 0.0 0.0 0.0 -0.7539
C -2.6707 0.5120 -4.2939 0.1 0.0 0.0 0.2490
C -3.0039 1.7579 -5.1042 0.0 0.0 0.0 -1.3701
H -0.0076 5.2478 -0.5363 0.0 0.1 0.0 0.3577
H -0.5897 5.3201 -2.2013 0.0 0.0 0.0 0.4141
H 0.2053 3.8672 -1.6128 0.0 -0.1 0.0 0.0682
H -2.5127 4.9608 -0.7028 0.0 0.0 0.0 0.4425
H -1.7352 3.5928 0.0640 0.0 0.0 0.0 -0.1138
H -2.3220 3.5740 -2.9296 -0.1 0.0 0.0 0.3826
H -3.5340 3.0724 -1.7080 0.0 0.0 0.0 0.5655
H -3.9611 1.0859 -2.6152 0.0 0.0 0.0 0.7671
H -3.0161 -0.3568 -2.3317 0.0 0.0 0.0 -0.2017
H -3.2172 -0.3504 -4.6861 0.0 0.0 0.0 0.5168
H -1.6052 0.2907 -4.4122 -0.1 0.0 0.0 -0.1839
H -4.0226 2.0992 -4.9100 0.0 0.0 0.0 0.3055
H -2.9134 1.5637 -6.1734 0.0 0.0 0.0 0.4399
H -2.3212 2.5717 -4.8629 0.0 0.0 0.0 0.1934
```
Positions in Å, forces in eV/Å.

***

- The lowest calculated total energy belongs to which entry?
  C45H35NO31